DFT (wB97M-V/def2-TZVPD) results for a molecular structure, C27H74ClGaNO11P2.

The value obtained for the LUMO energy is 2.29 eV. Its molecular weight is 756.01 Da. The calculation puts the highest occupied orbital energy at -4.4 eV. Its charge is -1. The max |F| is 2.96 eV Å⁻¹. As for the calculated total energy: -136690.516 eV.

Geometry as XYZ:
```
117
Properties=species:S:1:pos:R:3:forces:R:3:lowdin_charge:R:1
C 2.823866 -1.271374 1.081262 0.5310 0.6449 -0.7398 -0.070
C 3.376864 -0.157502 0.419854 -0.8179 -0.1352 0.1577 -0.241
C 2.597416 1.038860 -0.168774 0.9310 0.5183 1.5660 -0.294
Ga 0.794152 1.447822 0.720709 0.6250 0.0260 1.0355 -0.154
N 0.819009 0.914744 2.568587 -0.3144 0.4979 -0.3903 -0.126
Cl 0.280193 3.694627 0.735690 0.1351 -0.4620 -0.1407 -0.049
P -0.860561 0.405283 -0.586341 -0.3352 -0.2204 -1.0499 0.584
P -2.094878 -0.957020 0.564340 0.0269 0.6767 2.8809 0.299
O -1.751094 -1.006939 2.040319 -0.1782 -0.4807 -2.1979 -0.398
O -1.897444 -2.483858 -0.132902 -1.4502 1.6529 0.4634 -0.246
O -3.687399 -0.445087 0.455007 1.5329 -1.4322 -0.9407 -0.231
H 2.826982 -2.253450 0.565985 1.6557 0.0789 1.1754 0.033
H 2.431627 -1.208664 2.103972 -1.5455 0.2784 -1.1808 0.026
H 4.480634 -0.142764 0.250852 -0.8018 -0.7598 -1.4688 0.077
H 2.491838 0.802706 -1.253498 0.0572 -0.0135 0.6663 0.044
H 3.235610 1.947153 -0.095749 -0.3447 -0.3100 -0.3267 0.037
H 0.645354 -0.078521 2.664763 -0.0288 0.0867 0.1366 -0.060
H 1.696639 1.161781 3.016086 -0.0531 -0.2071 -0.0563 -0.030
H -1.778756 1.417064 -1.029218 0.0689 -0.5319 0.5019 -0.142
H -0.949787 -2.603249 -0.239930 0.2403 0.1261 -0.0269 0.029
H -3.691225 0.363042 0.990759 -0.0576 -0.0272 0.2895 0.038
C -2.084472 1.815273 5.043210 0.0974 -0.2419 0.0275 -0.065
C -2.638522 2.433477 3.772072 -0.1007 0.1365 0.4519 -0.487
C -3.061526 3.877422 3.993195 -0.0627 0.1306 -0.1672 -0.067
O -3.762820 1.671696 3.321217 0.0086 -0.0896 -0.5128 -0.066
H -2.843893 1.807772 5.834411 -0.0254 0.1518 -0.0091 0.073
H -1.795595 0.778221 4.865533 0.0829 0.0824 -0.1191 0.072
H -1.212343 2.364615 5.401671 -0.0119 -0.0291 -0.0211 0.079
H -1.882483 2.390327 2.987563 -0.0664 -0.1629 -0.0677 0.118
H -3.853521 3.939301 4.748189 0.0786 -0.0539 0.0910 0.073
H -3.464958 4.303417 3.072331 0.1012 -0.0166 -0.0111 0.076
H -2.219175 4.489331 4.320768 -0.0215 -0.0134 -0.0126 0.079
H -4.434595 1.703061 4.008041 -0.0086 -0.0080 0.0724 0.077
C -1.870601 -1.867556 -4.034806 -0.1319 0.2634 -0.0397 -0.062
C -0.407148 -1.963859 -4.436381 -0.3483 -0.5752 0.3506 -0.504
C -0.126887 -3.244778 -5.208434 0.2050 0.0288 -0.2089 -0.066
O 0.410651 -1.917686 -3.270445 0.3843 0.2942 -0.3644 -0.084
H -2.148875 -2.699499 -3.381510 0.0454 -0.0497 -0.0656 0.080
H -2.053150 -0.949173 -3.474606 0.0557 -0.0195 -0.0215 0.066
H -2.522886 -1.879384 -4.911507 0.0046 -0.0347 0.0187 0.077
H -0.137031 -1.100161 -5.049303 0.1088 0.0365 0.1335 0.128
H -0.348113 -4.122629 -4.594527 -0.1197 0.0573 0.0128 0.081
H 0.929072 -3.304707 -5.481979 -0.0318 0.0496 -0.0267 0.071
H -0.727061 -3.297416 -6.119594 0.0035 -0.0344 0.0263 0.077
H 0.182930 -2.671697 -2.719596 -0.0724 -0.0086 0.0723 0.078
C 3.148816 -0.144388 -6.419216 0.0604 0.1867 -0.2098 -0.057
C 3.764752 0.151722 -5.060167 -0.5017 -0.4385 0.0477 -0.489
C 3.935337 -1.118007 -4.244478 0.1570 -0.0958 0.1933 -0.050
O 2.936531 1.069512 -4.347927 0.3369 0.3617 -0.1213 -0.056
H 2.155591 -0.589037 -6.304987 0.0669 -0.0949 0.0829 0.069
H 3.022204 0.776789 -6.991859 0.0620 -0.0181 0.0159 0.078
H 3.773088 -0.830864 -6.995397 -0.0403 -0.0084 0.0092 0.079
H 4.734658 0.636603 -5.194830 -0.0887 0.1501 0.0743 0.129
H 2.966710 -1.592418 -4.060576 -0.0160 0.0322 -0.0810 0.067
H 4.367862 -0.892051 -3.267906 0.0200 0.0281 -0.0499 0.081
H 4.583163 -1.834587 -4.755479 -0.0149 0.0160 -0.0040 0.079
H 2.075059 0.657272 -4.217833 -0.0194 -0.0175 0.1625 0.089
C 5.006362 4.851857 -4.962582 -0.0336 0.2070 0.0136 -0.065
C 5.055668 4.457542 -3.493433 -0.1164 -0.6138 -0.4166 -0.498
C 6.162933 3.447972 -3.227385 0.1848 0.0406 0.2330 -0.061
O 3.805811 3.905419 -3.104429 0.0559 0.3038 0.1220 -0.046
H 4.801163 3.980378 -5.591923 0.1047 -0.0670 0.0748 0.080
H 4.204782 5.567475 -5.140795 0.0842 0.0223 0.0067 0.059
H 5.950958 5.299289 -5.284531 -0.0214 -0.0112 -0.0493 0.077
H 5.216084 5.347649 -2.880143 -0.1238 -0.0394 0.0629 0.134
H 5.994497 2.530110 -3.798452 -0.0240 0.0751 -0.0907 0.069
H 6.180201 3.167945 -2.172496 -0.0107 0.0561 -0.0213 0.080
H 7.141935 3.852181 -3.498141 -0.0025 -0.0413 -0.0133 0.074
H 3.650457 3.114846 -3.638784 -0.1361 -0.1337 0.0917 0.056
C 5.033261 8.969260 -5.082509 0.2122 -0.1125 0.0777 -0.060
C 4.592922 8.657069 -6.504668 -0.4544 0.3132 0.4105 -0.500
C 3.962180 9.872127 -7.167987 0.0409 0.0297 -0.2547 -0.069
O 3.659901 7.579716 -6.490659 0.2075 -0.1332 -0.3165 -0.061
H 4.177332 9.259934 -4.466736 -0.0122 0.0813 -0.0837 0.085
H 5.475667 8.086990 -4.616608 0.0188 0.0219 -0.0584 0.071
H 5.766084 9.778911 -5.063685 -0.0330 -0.0018 0.0261 0.078
H 5.452639 8.325008 -7.090163 -0.1063 -0.1589 -0.0135 0.138
H 3.070918 10.192866 -6.620958 0.0841 0.0090 0.1013 0.081
H 3.643336 9.631387 -8.183837 0.0698 -0.0100 0.0168 0.077
H 4.663308 10.708437 -7.211024 -0.0424 0.0048 0.0134 0.077
H 2.894529 7.856122 -5.976737 -0.0309 0.0038 0.0515 0.091
C -3.422965 -5.323857 2.858091 -0.0468 -0.1987 -0.0842 -0.060
C -2.271828 -5.322818 3.851916 -0.1420 0.6415 -0.3132 -0.495
C -2.300909 -4.083257 4.732472 0.0807 0.0565 0.1715 -0.058
O -1.032472 -5.376431 3.147626 0.1488 -0.3782 0.1192 -0.056
H -3.360416 -4.457969 2.192429 0.0044 0.0877 0.1342 0.082
H -3.384334 -6.213132 2.226326 -0.0515 -0.0225 0.0872 0.079
H -4.387297 -5.301401 3.369706 0.0029 0.0028 -0.0510 0.063
H -2.325381 -6.218463 4.475760 0.1903 -0.0504 -0.0961 0.133
H -2.201223 -3.175210 4.129499 -0.1122 -0.0433 -0.0645 0.080
H -1.464307 -4.091385 5.433346 -0.0498 -0.0852 0.0031 0.057
H -3.232635 -4.024233 5.300821 0.0118 0.0265 -0.0157 0.079
H -0.976750 -4.588488 2.595196 -0.0427 0.0805 0.0377 0.083
C -8.824821 -6.266089 0.829189 -0.1066 -0.2298 -0.0582 -0.070
C -7.670025 -6.267446 1.819594 -0.0666 0.6128 -0.3215 -0.501
C -7.701164 -5.031747 2.706164 0.0582 -0.0326 0.2232 -0.062
O -6.433012 -6.319612 1.113461 0.0336 -0.4086 0.1539 -0.057
H -8.766578 -5.396890 0.167800 -0.0025 0.0673 0.1143 0.081
H -8.785578 -7.153229 0.194250 -0.0033 -0.0103 0.0716 0.076
H -9.787993 -6.247313 1.343877 0.0087 0.0271 -0.0358 0.077
H -7.719888 -7.164970 2.439513 0.1665 -0.0323 -0.0832 0.136
H -7.605818 -4.121980 2.106796 -0.0881 -0.0432 -0.0489 0.086
H -6.863674 -5.041005 3.405367 -0.0462 -0.0461 -0.0029 0.067
H -8.631325 -4.976782 3.276149 0.0171 0.0312 -0.0200 0.078
H -6.372785 -5.533478 0.561676 0.0387 0.0698 0.0085 0.089
C -0.400304 -2.344111 7.523978 0.0886 0.1890 -0.1319 -0.068
C 0.207703 -2.052685 8.886796 -0.5450 -0.4281 -0.0746 -0.498
C 0.369933 -3.325933 9.703438 0.2089 0.0009 0.1808 -0.071
O -0.620922 -1.132206 9.597178 0.3339 0.2831 0.1068 -0.057
H -1.396468 -2.784347 7.629240 0.0623 -0.0973 0.0703 0.077
H -0.519758 -1.422870 6.951574 0.0757 -0.0340 -0.0025 0.084
H 0.224964 -3.031772 6.951384 -0.0479 0.0088 -0.0096 0.080
H 1.179774 -1.572732 8.759654 -0.0969 0.1451 0.0968 0.138
H -0.600841 -3.798447 9.881066 -0.0088 -0.0044 -0.1373 0.078
H 0.799380 -3.101661 10.682087 0.0398 0.0158 -0.0570 0.075
H 1.017202 -4.042700 9.194083 -0.0439 -0.0097 0.0130 0.078
H -1.481991 -1.543373 9.715279 -0.0584 -0.0392 -0.0516 0.081
```
Forces are in eV/Å.

---

DFT (wB97M-V/def2-TZVPD) results for a single C2H4N6 molecule.

The value obtained for the LUMO energy is -0.62 eV. Its molecular weight is 112.10 Da. Its SMILES is [H]/N=c1\nnncn1N. For the energy relative to the best compared isomer or geometry (same formula, charge and spin), the calculation gives 186.95 kJ/mol. The calculation puts the highest occupied orbital energy at -9.6 eV. The max |F| is 2.17 eV Å⁻¹. As for the calculated total energy: -11076.278 eV.

Geometry as XYZ:
```
12
Properties=species:S:1:pos:R:3:forces:R:3:lowdin_charge:R:1
H -1.206077 2.485833 -0.025189 0.1086 0.0062 0.0439 0.049
N -1.475875 1.507453 -0.005665 0.5954 -0.7735 -0.1829 0.124
C -0.425621 0.774309 -0.011764 -1.5733 -0.2024 0.3809 -0.448
N 0.857871 1.293411 0.020516 2.0982 -0.4966 -0.2357 0.069
N 1.901230 0.547541 0.003945 -1.8611 0.6303 0.1832 0.004
N 1.766828 -0.815058 0.000211 0.5912 -0.3452 -0.3575 0.010
C 0.596131 -1.353415 -0.033951 -1.4433 0.2462 0.8097 -0.126
N -0.566644 -0.644216 0.014626 0.9502 1.4867 -0.1180 -0.105
N -1.867210 -1.165434 -0.007193 0.6062 -0.6347 1.2686 0.077
H 0.484868 -2.429660 0.037988 0.0704 -0.0160 -0.2618 0.128
H -2.276660 -0.745755 -0.832761 -0.7173 0.1754 0.4339 0.087
H -2.338581 -0.901662 0.909169 0.5749 -0.0763 -1.9644 0.131
```
Forces are in eV/Å.

---

DFT (wB97M-V/def2-TZVPD) results for 3 unconnected molecules or ions with the total composition C23H51FN7O4P2.

The value obtained for the LUMO energy is -5.05 eV. Its molecular weight is 570.65 Da. The calculation puts the highest occupied orbital energy at -9.3 eV. Its charge is +1. The max |F| is 7.88 eV Å⁻¹. As for the calculated total energy: -64569.679 eV.

Geometry as XYZ:
```
88
Properties=species:S:1:pos:R:3:forces:R:3:lowdin_charge:R:1
C -5.397607 -2.503728 0.122756 -0.3872 -0.3058 -0.7479 -0.100
C -4.495995 -1.880272 -1.123082 -0.9221 -2.2758 -0.6501 -0.220
O -4.598484 -0.415930 -1.217706 2.1389 0.8662 3.2051 -0.112
C -3.681034 0.273012 -0.297139 5.2003 -1.8751 -0.8426 -0.253
O -2.375810 -0.027639 -0.358681 -7.6605 1.6402 0.8232 -0.050
C -4.237339 1.424227 0.738646 -0.0141 0.4186 -1.3178 -0.070
C -3.065852 2.090570 1.697489 -0.1580 1.0079 0.0742 -0.177
C -3.134441 1.589429 3.258480 -0.1433 -0.9035 0.7695 -0.152
C -1.729157 0.985507 3.852967 3.1906 -1.3245 1.1645 -0.004
C -0.881551 -0.194180 3.045423 1.7899 1.0078 3.7048 0.081
C 0.511388 -0.851623 3.648939 -3.0696 3.0577 1.2878 0.061
N 1.051454 -0.365028 4.987696 -3.7727 1.8538 -1.8136 0.017
C 0.380720 0.749934 5.804339 -2.4897 0.1340 -2.4160 0.096
C -1.031424 1.482134 5.288404 1.4557 -2.0734 -1.3105 0.025
F -1.660200 2.576486 6.119055 2.4338 -4.0775 -2.9635 -0.057
H -4.735895 -2.929121 0.994561 -1.3572 1.0948 -1.6145 0.077
H -6.020241 -3.416286 -0.326679 1.4291 1.9546 1.0753 0.090
H -6.204052 -1.713212 0.477964 1.8671 -1.6054 -0.5996 0.089
H -5.001224 -2.311664 -2.114871 1.1873 1.3690 2.0980 0.142
H -3.405575 -2.304424 -1.111791 -1.9594 1.2803 0.1107 0.129
H -5.161802 1.011735 1.325700 1.8502 0.6658 -1.0419 0.128
H -4.649951 2.308217 0.051440 0.8414 -2.0317 1.3064 0.146
H -3.294405 3.260997 1.708942 0.5936 -2.6119 -0.0239 0.135
H -1.976505 1.962220 1.283239 -2.3215 0.0424 0.5442 0.115
H -3.917989 0.689175 3.282195 1.8064 1.8163 0.2257 0.140
H -3.529707 2.418803 4.015640 1.0190 -1.8286 -1.7557 0.138
H -1.286358 -0.593499 2.022132 0.8599 0.9093 2.0720 0.110
H 1.065206 -1.706638 3.061783 -0.9968 1.7573 1.5035 0.126
H 1.926380 -0.830241 5.354540 -1.4226 0.8790 -0.4372 0.151
H 0.850947 1.109206 6.828522 -0.9114 -1.0713 -2.4947 0.149
O -3.780583 3.972507 -2.592671 -2.4838 -0.7834 -2.7064 -0.305
P -2.912961 3.998856 -3.874887 5.9060 1.2765 3.9964 0.765
N -1.807689 2.835511 -3.283858 0.9958 -1.6820 0.1649 -0.340
C -1.111518 2.992540 -2.014118 0.0789 0.3066 0.1575 -0.123
C -2.368755 1.478511 -3.336361 -0.0898 0.1115 -0.4156 -0.135
N -2.404360 5.615288 -3.662236 -0.9966 2.5604 -0.2284 -0.338
C -1.241898 6.032388 -2.901734 0.4100 -0.3148 -0.4818 -0.131
C -3.496041 6.560710 -3.393689 -0.1868 -0.2407 0.0830 -0.148
N -1.915567 4.029146 -5.348890 -2.4709 -0.3321 -1.2730 -0.315
C -0.510120 3.695764 -5.497972 0.1190 -1.4220 -0.0731 -0.111
C -2.413451 4.856138 -6.444190 -0.2252 -0.0013 0.0379 -0.141
H -0.494719 2.113004 -1.789811 -0.3566 -0.0959 -0.2505 0.085
H -1.798936 3.146843 -1.177204 -0.0094 0.0046 0.1657 0.070
H -0.398488 3.812551 -2.046615 -0.1710 0.1507 -0.0107 0.055
H -2.790003 1.284211 -4.326525 -0.0948 0.0614 -0.0202 0.080
H -3.164341 1.339825 -2.593996 0.0700 -0.0130 -0.1318 0.052
H -1.596518 0.719326 -3.171171 -0.0051 0.2256 0.0907 0.085
H -1.364653 5.841704 -1.831476 0.0204 -0.0037 0.2002 0.080
H -1.051261 7.103798 -3.031246 -0.3080 -0.0856 -0.0895 0.087
H -0.332787 5.545531 -3.253843 -0.0322 -0.1479 0.1164 0.057
H -3.787438 6.551230 -2.338180 -0.1389 0.0456 0.0574 0.073
H -4.377289 6.312798 -3.994605 0.0831 0.0048 0.1760 0.072
H -3.208648 7.582850 -3.665604 0.1921 -0.1991 -0.0176 0.082
H 0.137634 4.320688 -4.883554 -0.0690 0.0804 0.2102 0.069
H -0.171307 3.814799 -6.534482 -0.4377 0.1900 0.0258 0.084
H -0.319870 2.644119 -5.260548 0.0605 0.3074 0.0984 0.079
H -1.957915 5.855023 -6.428069 0.0053 -0.0904 0.0341 0.085
H -3.499737 4.975972 -6.374083 0.1492 0.0635 0.0087 0.071
H -2.209496 4.391489 -7.414282 -0.0352 0.0264 0.0773 0.079
O 2.457598 -4.215452 2.058266 -0.7043 3.9751 -0.3191 -0.312
P 3.882948 -3.726488 1.702131 2.7047 -6.8710 -0.0011 0.742
N 4.059876 -4.833883 0.411128 0.1389 -0.4180 -1.6400 -0.348
C 3.879270 -6.269102 0.581668 -0.0672 -0.3891 0.3767 -0.118
C 3.299768 -4.411914 -0.773429 0.1756 0.3801 -0.0156 -0.141
N 4.578155 -4.251102 3.171219 -0.0496 0.9480 2.7172 -0.335
C 5.123226 -5.573334 3.412571 0.5285 -0.0363 -0.3863 -0.121
C 3.844049 -3.827648 4.371003 -0.1501 -0.2321 -0.2042 -0.157
N 5.521494 -3.164388 1.292727 -1.2614 2.4885 0.1903 -0.314
C 6.587842 -3.891069 0.626779 -0.1518 -0.0041 -1.4665 -0.105
C 6.014102 -2.016531 2.048538 -0.1551 0.0624 0.0082 -0.144
H 3.978532 -6.796723 -0.375464 -0.1146 0.4303 -0.0009 0.089
H 2.903041 -6.519558 1.007138 -0.0171 -0.1151 -0.0217 0.086
H 4.660737 -6.700539 1.202195 -0.0784 0.1065 0.1353 0.057
H 3.513695 -3.364595 -1.003618 -0.0310 0.0734 0.0474 0.074
H 2.218544 -4.513131 -0.618488 0.0201 -0.0288 -0.0336 0.078
H 3.584485 -4.990620 -1.658888 0.0550 -0.0401 0.2530 0.084
H 4.345057 -6.342308 3.408831 -0.0637 -0.1219 0.0045 0.087
H 5.632866 -5.617418 4.381777 -0.1888 0.2591 -0.0300 0.089
H 5.891423 -5.832713 2.684500 -0.1579 -0.0418 -0.0952 0.062
H 2.995222 -4.487607 4.578489 -0.1456 0.0381 0.0992 0.078
H 3.463640 -2.807902 4.250326 -0.0364 -0.0255 -0.0481 0.041
H 4.498254 -3.816163 5.250314 0.0951 -0.0860 -0.2236 0.084
H 6.884258 -4.790432 1.166137 -0.1780 -0.1113 0.1180 0.073
H 7.490906 -3.278176 0.516530 -0.2980 0.2356 0.2809 0.086
H 6.308996 -4.164767 -0.395891 0.0812 -0.1122 0.3183 0.083
H 6.619267 -2.335136 2.907497 -0.0276 -0.0287 -0.0870 0.086
H 5.179552 -1.415097 2.424165 0.0920 -0.0745 0.0271 0.063
H 6.618418 -1.357489 1.416842 -0.0713 -0.0348 0.0595 0.081
```
Forces are in eV/Å.